DFT (the ωB97M-V functional and the def2-TZVPD basis) results for a structure of composition C21H17N4O3STa in a non-equilibrium geometry.

Multiplicity: 1
DFT total energy in eV: -46529.751
Charge: +2
HOMO energy in eV: -14.8
Kohn-Sham gap in eV: 7.092

Atoms and positions in Å:
Ta -0.729 -0.822 -0.168
O 0.937 -0.592 0.927
N 1.236 -1.246 2.066
C 2.466 -1.064 2.587
C 2.804 -1.726 3.737
C 1.868 -2.571 4.333
C 0.618 -2.735 3.768
C 0.292 -2.053 2.603
S -1.252 -2.131 1.804
H 3.106 -0.395 2.033
H 3.788 -1.586 4.158
H 2.120 -3.104 5.240
H -0.121 -3.387 4.212
N -2.046 1.166 1.005
N -3.208 1.282 0.223
C -3.516 0.294 -0.675
O -4.422 0.280 -1.434
O -2.569 -0.712 -0.609
H -2.286 0.882 1.954
H -1.588 2.071 1.048
H -3.887 2.003 0.417
C 0.196 -4.849 -1.783
C 0.394 -4.541 -3.120
C 0.254 -3.230 -3.563
C -0.083 -2.242 -2.656
C -0.273 -2.522 -1.278
C -0.138 -3.853 -0.873
C -0.173 -0.822 -3.039
C -0.401 -0.336 -4.331
C -0.575 1.009 -4.517
C -0.437 1.919 -3.440
C -0.550 3.318 -3.584
C -0.332 4.142 -2.512
C 0.046 3.602 -1.269
C 0.161 2.244 -1.098
C -0.121 1.389 -2.176
N -0.068 0.021 -1.995
H 0.299 -5.871 -1.444
H 0.660 -5.319 -3.822
H 0.423 -2.993 -4.605
H -0.312 -4.130 0.158
H -0.493 -1.027 -5.155
H -0.807 1.395 -5.502
H -0.796 3.730 -4.554
H -0.412 5.214 -2.627
H 0.286 4.271 -0.452
H 0.559 1.840 -0.170